{
  "formula": "C47H36Cl4NO2P2PbSi",
  "method": "the ωB97M-V functional and the def2-TZVPD basis",
  "total_energy_ha": -5022.8692,
  "lumo_energy_ha": [-0.142, -0.143],
  "fmax_ev_per_a": 4.14,
  "total_charge": 1,
  "e_above_lowest_kcal_mol": 513.54,
  "homo_energy_ev": [-8.988, -9.151],
  "symbols": ["Pb", "C", "C", "C", "C", "C", "C", "C", "C", "C", "C", "C", "C", "C", "C", "C", "N", "H", "H", "H", "H", "H", "H", "H", "H", "H", "H", "Cl", "C", "C", "C", "C", "C", "C", "P", "C", "C", "C", "C", "C", "C", "C", "C", "C", "C", "C", "C", "H", "H", "H", "H", "H", "H", "H", "H", "H", "H", "H", "H", "H", "H", "O", "C", "O", "C", "P", "C", "C", "C", "C", "C", "C", "C", "C", "C", "C", "C", "C", "H", "H", "H", "H", "H", "H", "H", "H", "H", "H", "H", "H", "Cl", "Si", "Cl", "Cl"],
  "xyz": [[-0.45, 0.82, -1.24], [-1.66, -4.04, -1.27], [-2.53, -4.13, -2.34], [-2.82, -3.02, -3.11], [-2.28, -1.75, -2.84], [-1.44, -1.63, -1.73], [-1.16, -2.79, -0.98], [-2.49, -0.61, -3.76], [-3.21, -0.76, -4.97], [-3.30, 0.27, -5.85], [-2.68, 1.50, -5.54], [-2.70, 2.60, -6.43], [-2.07, 3.77, -6.10], [-1.40, 3.87, -4.87], [-1.37, 2.82, -3.99], [-2.01, 1.60, -4.31], [-1.93, 0.54, -3.44], [-1.36, -4.91, -0.70], [-2.96, -5.08, -2.61], [-3.48, -3.16, -3.96], [-0.48, -2.33, -0.33], [-3.68, -1.71, -5.20], [-3.84, 0.17, -6.78], [-3.22, 2.50, -7.37], [-2.07, 4.60, -6.79], [-0.88, 4.79, -4.62], [-0.83, 2.93, -3.06], [-2.70, 0.60, 0.93], [-2.77, 1.64, 2.35], [-4.01, 2.28, 2.44], [-4.30, 3.13, 3.49], [-3.35, 3.35, 4.48], [-2.13, 2.72, 4.39], [-1.79, 1.85, 3.33], [-0.14, 1.10, 3.62], [-0.55, -0.26, 4.74], [-1.19, -1.37, 4.20], [-1.63, -2.40, 5.02], [-1.44, -2.32, 6.39], [-0.81, -1.22, 6.94], [-0.38, -0.18, 6.12], [0.91, 2.43, 4.26], [1.01, 3.52, 3.39], [1.83, 4.59, 3.70], [2.55, 4.59, 4.89], [2.44, 3.52, 5.76], [1.63, 2.44, 5.45], [-4.74, 2.10, 1.67], [-5.27, 3.61, 3.53], [-3.56, 4.01, 5.31], [-1.40, 2.91, 5.16], [-1.31, -1.48, 3.13], [-2.12, -3.25, 4.58], [-1.78, -3.13, 7.03], [-0.66, -1.15, 8.01], [0.08, 0.68, 6.58], [0.45, 3.53, 2.46], [1.90, 5.42, 3.01], [3.19, 5.42, 5.13], [3.01, 3.51, 6.68], [1.60, 1.60, 6.14], [3.36, 2.64, -3.43], [3.01, 1.62, -2.91], [1.77, 1.14, -2.90], [3.94, 0.68, -2.15], [2.63, -0.48, -1.77], [3.27, -1.91, -0.54], [4.08, -2.68, 0.32], [3.63, -3.50, 1.32], [2.35, -3.59, 1.97], [1.25, -2.86, 1.65], [1.97, -1.68, -0.48], [2.53, -1.59, -3.21], [3.55, -2.50, -3.48], [3.47, -3.33, -4.58], [2.37, -3.27, -5.42], [1.35, -2.37, -5.16], [1.44, -1.52, -4.06], [4.49, 1.15, -1.34], [4.64, 0.14, -2.80], [5.16, -2.68, 0.19], [4.42, -4.15, 1.70], [2.24, -4.27, 2.81], [-0.56, -1.48, 1.48], [0.06, -0.65, -0.12], [4.42, -2.56, -2.82], [4.28, -4.03, -4.79], [2.31, -3.92, -6.28], [0.50, -2.31, -5.82], [0.66, -0.79, -3.90], [0.79, -1.59, 0.75], [1.30, 0.26, 1.80], [2.71, -0.29, 3.17], [2.37, 1.74, 0.69]]
}

{
  "formula": "C47H36ClGeN7OSbSe4W",
  "method": "the ωB97M-V functional and the def2-TZVPD basis",
  "multiplicity": 2,
  "total_energy_ha": -14721.2872,
  "lumo_energy_ha": [-0.084, -0.084],
  "fmax_ev_per_a": 5.33,
  "total_charge": 0,
  "e_above_lowest_kcal_mol": 0.00,
  "homo_energy_ev": [-7.017, -6.962],
  "symbols": ["W", "Cl", "C", "C", "C", "C", "O", "C", "C", "N", "C", "C", "C", "C", "C", "C", "C", "C", "N", "C", "C", "H", "H", "H", "H", "H", "H", "H", "H", "H", "H", "N", "C", "N", "C", "N", "N", "C", "C", "C", "C", "C", "C", "N", "C", "C", "C", "C", "C", "C", "H", "H", "H", "H", "H", "H", "H", "H", "H", "H", "H", "C", "Ge", "C", "C", "C", "C", "C", "C", "C", "C", "C", "C", "C", "C", "C", "C", "C", "C", "H", "H", "H", "H", "H", "H", "H", "H", "H", "H", "H", "H", "H", "H", "H", "Se", "Sb", "Se", "Se", "Se"],
  "xyz": [[0.91, -0.49, 0.46], [3.02, 3.76, -5.15], [2.37, 2.93, -3.79], [2.08, 3.65, -2.63], [1.54, 3.01, -1.54], [1.29, 1.64, -1.58], [0.73, 1.02, -0.54], [1.64, 0.88, -2.74], [1.51, -0.53, -2.74], [1.21, -1.22, -1.64], [1.13, -2.63, -1.70], [1.84, -3.47, -2.55], [1.68, -4.84, -2.44], [0.73, -5.38, -1.58], [0.00, -4.57, -0.72], [-1.11, -4.99, 0.11], [-1.48, -4.24, 1.15], [-0.59, -3.08, 1.48], [-0.22, -2.33, 0.25], [0.28, -3.18, -0.71], [2.16, 1.57, -3.85], [2.28, 4.71, -2.59], [1.28, 3.56, -0.65], [1.69, -1.07, -3.66], [2.57, -3.06, -3.24], [2.30, -5.50, -3.02], [0.57, -6.45, -1.55], [-1.66, -5.87, -0.20], [-2.35, -4.43, 1.75], [0.36, -3.50, 1.93], [2.41, 1.02, -4.74], [-1.22, -2.40, 3.83], [-1.08, -2.00, 2.46], [-0.07, -0.95, 2.34], [0.00, 0.01, 3.30], [0.84, 1.02, 3.13], [1.57, 0.89, 1.96], [2.56, 1.77, 1.76], [3.42, 1.56, 0.66], [4.57, 2.34, 0.39], [5.44, 1.96, -0.60], [5.19, 0.79, -1.32], [4.03, 0.10, -1.05], [3.13, 0.47, -0.13], [-0.81, -0.12, 4.50], [-0.99, 0.94, 5.39], [-1.78, 0.76, 6.51], [-2.39, -0.46, 6.74], [-2.21, -1.52, 5.86], [-1.43, -1.36, 4.73], [-1.79, -3.22, 3.97], [-2.07, -1.64, 2.05], [2.74, 2.55, 2.48], [4.75, 3.21, 1.01], [6.33, 2.53, -0.80], [5.87, 0.41, -2.06], [3.80, -0.84, -1.56], [-0.50, 1.88, 5.18], [-1.92, 1.57, 7.21], [-3.03, -0.59, 7.60], [-2.68, -2.47, 6.06], [-3.03, 0.86, 2.04], [-1.71, 0.57, 0.50], [-2.90, -0.44, -0.81], [-2.38, -1.32, -1.75], [-3.20, -2.00, -2.63], [-4.57, -1.79, -2.59], [-5.10, -0.90, -1.67], [-4.27, -0.24, -0.78], [-1.71, 2.48, -0.15], [-1.77, 3.46, 0.82], [-1.76, 4.82, 0.49], [-1.60, 5.21, -0.81], [-1.46, 4.25, -1.83], [-1.21, 4.63, -3.16], [-1.07, 3.70, -4.15], [-1.20, 2.34, -3.85], [-1.43, 1.94, -2.56], [-1.55, 2.87, -1.51], [-3.72, 1.64, 1.73], [-2.55, 1.19, 2.96], [-3.61, -0.03, 2.28], [-1.30, -1.47, -1.82], [-2.77, -2.68, -3.35], [-5.21, -2.33, -3.26], [-6.16, -0.72, -1.65], [-4.69, 0.45, -0.07], [-1.84, 3.18, 1.86], [-1.87, 5.55, 1.28], [-1.57, 6.26, -1.07], [-1.14, 5.69, -3.38], [-0.86, 4.00, -5.17], [-1.11, 1.61, -4.63], [-1.52, 0.88, -2.35], [4.59, -3.78, 3.97], [4.17, -3.49, 1.60], [2.44, -1.88, 1.06], [3.86, -5.69, 0.60], [6.34, -2.91, 0.63]]
}

{
  "formula": "C47H37ClN3O2P2V",
  "method": "the ωB97M-V functional and the def2-TZVPD basis",
  "multiplicity": 2,
  "total_energy_ha": -4214.7450,
  "lumo_energy_ha": [-0.121, -0.119],
  "fmax_ev_per_a": 0.24,
  "total_charge": 1,
  "e_above_lowest_kcal_mol": 0.00,
  "homo_energy_ev": [-9.928, -9.873],
  "symbols": ["V", "O", "C", "O", "C", "C", "C", "N", "C", "C", "C", "C", "C", "C", "C", "N", "C", "C", "C", "C", "C", "N", "H", "H", "H", "H", "H", "H", "H", "H", "H", "H", "Cl", "C", "C", "C", "C", "C", "C", "P", "C", "C", "C", "C", "C", "C", "C", "C", "C", "C", "C", "C", "H", "H", "H", "H", "H", "H", "H", "H", "H", "H", "H", "H", "H", "H", "C", "P", "C", "C", "C", "C", "C", "C", "C", "C", "C", "C", "C", "C", "H", "H", "H", "H", "H", "H", "H", "H", "H", "H", "H", "H", "H"],
  "xyz": [[-1.01, 0.18, 0.81], [4.50, -1.42, 4.48], [4.01, -0.28, 4.54], [4.45, 0.81, 4.93], [2.60, -0.19, 3.91], [1.93, -1.33, 3.48], [0.78, -1.19, 2.73], [0.37, 0.02, 2.33], [0.86, 1.11, 2.92], [1.98, 1.05, 3.72], [-0.01, 2.28, 2.73], [0.21, 3.51, 3.33], [-0.77, 4.48, 3.27], [-1.95, 4.20, 2.60], [-2.08, 2.98, 1.97], [-1.14, 2.03, 2.02], [-0.24, -2.21, 2.46], [-0.18, -3.52, 2.93], [-1.30, -4.32, 2.85], [-2.47, -3.79, 2.30], [-2.44, -2.51, 1.80], [-1.35, -1.73, 1.85], [2.36, -2.29, 3.76], [2.44, 1.91, 4.19], [1.14, 3.68, 3.86], [-0.62, 5.43, 3.76], [-2.76, 4.92, 2.55], [-2.98, 2.75, 1.41], [0.73, -3.88, 3.39], [-1.28, -5.33, 3.22], [-3.38, -4.37, 2.25], [-3.31, -2.08, 1.32], [-2.63, 1.38, -0.83], [-2.43, 0.73, -2.45], [-2.96, 1.50, -3.48], [-2.94, 0.98, -4.76], [-2.44, -0.29, -4.99], [-1.92, -1.04, -3.95], [-1.86, -0.52, -2.65], [-1.17, -1.45, -1.23], [0.45, -2.13, -1.69], [1.33, -2.34, -0.63], [2.58, -2.91, -0.83], [2.97, -3.26, -2.12], [2.11, -3.05, -3.18], [0.85, -2.50, -2.97], [-2.24, -2.93, -1.26], [-3.62, -2.77, -1.30], [-4.46, -3.87, -1.23], [-3.92, -5.15, -1.12], [-2.54, -5.31, -1.08], [-1.70, -4.21, -1.14], [-3.38, 2.47, -3.27], [-3.33, 1.57, -5.58], [-2.46, -0.72, -5.99], [-1.58, -2.05, -4.13], [1.05, -2.04, 0.37], [3.25, -3.06, 0.01], [3.95, -3.69, -2.29], [2.41, -3.32, -4.19], [0.21, -2.35, -3.83], [-4.05, -1.78, -1.39], [-5.53, -3.74, -1.27], [-4.57, -6.01, -1.07], [-2.12, -6.31, -1.00], [-0.63, -4.35, -1.11], [1.65, 0.74, -2.15], [0.90, 1.43, -0.63], [2.41, 1.78, 0.32], [3.17, 0.66, 0.68], [4.30, 0.79, 1.47], [4.68, 2.05, 1.93], [3.95, 3.16, 1.55], [2.83, 3.04, 0.74], [0.25, 3.02, -1.25], [-0.10, 4.05, -0.36], [-0.68, 5.21, -0.82], [-0.95, 5.38, -2.17], [-0.62, 4.37, -3.06], [-0.02, 3.20, -2.60], [2.26, 1.51, -2.62], [0.89, 0.38, -2.85], [2.29, -0.10, -1.89], [2.86, -0.33, 0.36], [4.86, -0.09, 1.77], [5.52, 2.14, 2.60], [4.26, 4.15, 1.89], [2.29, 3.93, 0.45], [0.11, 3.94, 0.69], [-0.93, 6.00, -0.12], [-1.41, 6.29, -2.53], [-0.81, 4.49, -4.12], [0.23, 2.44, -3.32]]
}

{
  "formula": "C47H39GeN4O3RuS2",
  "method": "the ωB97M-V functional and the def2-TZVPD basis",
  "multiplicity": 5,
  "total_energy_ha": -5227.3763,
  "lumo_energy_ha": [0.079, 0.032],
  "fmax_ev_per_a": 1.59,
  "total_charge": -1,
  "e_above_lowest_kcal_mol": 13.98,
  "homo_energy_ev": [-2.737, -5.211],
  "symbols": ["Ru", "O", "C", "C", "C", "C", "C", "C", "C", "N", "N", "C", "O", "C", "C", "C", "C", "C", "C", "H", "H", "H", "H", "H", "H", "H", "H", "H", "H", "C", "C", "N", "N", "C", "S", "S", "C", "C", "C", "C", "C", "C", "C", "C", "C", "C", "C", "C", "C", "O", "H", "H", "H", "H", "H", "H", "H", "H", "H", "H", "H", "H", "H", "H", "C", "Ge", "C", "C", "C", "C", "C", "C", "C", "C", "C", "C", "C", "C", "C", "C", "C", "C", "H", "H", "H", "H", "H", "H", "H", "H", "H", "H", "H", "H", "H", "H", "H"],
  "xyz": [[-0.51, 0.08, 0.11], [1.41, 0.29, 0.75], [1.76, 0.79, 1.90], [3.08, 0.55, 2.34], [3.54, 1.03, 3.54], [2.70, 1.80, 4.37], [1.43, 2.08, 3.94], [0.92, 1.59, 2.72], [-0.43, 1.94, 2.40], [-1.12, 1.47, 1.42], [-2.42, 1.85, 1.30], [-3.03, 1.21, 0.34], [-2.44, 0.30, -0.39], [-4.46, 1.46, 0.09], [-5.18, 2.41, 0.80], [-6.53, 2.59, 0.55], [-7.17, 1.81, -0.41], [-6.46, 0.87, -1.13], [-5.11, 0.69, -0.88], [3.71, -0.05, 1.70], [4.55, 0.82, 3.86], [3.06, 2.17, 5.32], [0.77, 2.68, 4.56], [-0.94, 2.64, 3.05], [-4.67, 2.99, 1.56], [-7.09, 3.34, 1.10], [-8.23, 1.95, -0.60], [-6.96, 0.26, -1.87], [-4.53, -0.03, -1.44], [-1.81, -2.22, -3.31], [-1.07, -1.14, -2.54], [-0.64, -1.42, -1.24], [-0.89, -2.66, -0.80], [-0.96, -2.89, 0.46], [-0.73, -1.66, 1.69], [-1.35, -4.52, 0.99], [-3.12, -4.63, 0.43], [-4.06, -3.86, 1.30], [-4.79, -4.50, 2.30], [-5.60, -3.77, 3.16], [-5.70, -2.39, 3.03], [-4.99, -1.75, 2.02], [-4.19, -2.48, 1.16], [-0.91, 0.12, -3.18], [-1.28, 0.24, -4.55], [-1.20, 1.43, -5.24], [-0.77, 2.59, -4.60], [-0.38, 2.51, -3.28], [-0.42, 1.31, -2.55], [0.07, 1.36, -1.32], [-2.11, -3.00, -2.63], [-1.18, -2.67, -4.08], [-2.70, -1.80, -3.78], [-3.33, -5.70, 0.47], [-3.11, -4.28, -0.60], [-4.71, -5.57, 2.42], [-6.16, -4.29, 3.93], [-6.31, -1.82, 3.71], [-5.06, -0.68, 1.91], [-3.66, -1.97, 0.37], [-1.60, -0.64, -5.08], [-1.48, 1.45, -6.29], [-0.72, 3.53, -5.14], [0.00, 3.38, -2.75], [2.27, -0.84, -3.78], [2.45, -0.15, -1.87], [3.27, 1.66, -2.06], [3.83, 2.29, -0.94], [4.32, 3.58, -1.02], [4.27, 4.28, -2.22], [3.70, 3.67, -3.33], [3.20, 2.38, -3.25], [3.86, -1.43, -1.17], [3.46, -2.25, -0.14], [4.24, -3.34, 0.30], [5.41, -3.64, -0.34], [5.88, -2.82, -1.39], [7.10, -3.10, -2.06], [7.57, -2.27, -3.04], [6.84, -1.12, -3.40], [5.65, -0.84, -2.79], [5.12, -1.68, -1.79], [3.24, -1.21, -4.11], [1.90, -0.08, -4.47], [1.56, -1.67, -3.78], [3.86, 1.75, 0.00], [4.74, 4.05, -0.13], [4.65, 5.29, -2.28], [3.65, 4.21, -4.27], [2.75, 1.93, -4.12], [2.51, -2.06, 0.35], [3.89, -3.95, 1.12], [6.00, -4.50, -0.04], [7.65, -3.98, -1.77], [8.51, -2.49, -3.54], [7.24, -0.45, -4.16], [5.10, 0.05, -3.06]]
}